1.
C3H4Br2O | wB97M-V/def2-TZVPD

HOMO-LUMO gap = 10.2 eV
2S+1 = 1
E_LUMO = 0.61 eV

Atoms and positions in Å:
C (0.86, 0.26, -0.73)
C (1.54, -0.84, -0.91)
C (-0.74, 0.23, 0.04)
O (-0.83, 1.27, 0.88)
Br (3.30, -0.81, -1.60)
Br (-2.01, 0.36, -1.50)
H (1.17, 1.27, -0.91)
H (1.18, -1.83, -0.71)
H (-0.89, -0.77, 0.46)
H (-1.73, 1.35, 1.24)

2.
C3H4Br2O | wB97M-V/def2-TZVPD

HOMO-LUMO gap (alpha / beta) = 7.6 / 8.5 eV
2S+1 = 1
E_LUMO (alpha / beta) = -0.24 / 0.46 eV

Atoms and positions in Å:
C (0.67, -0.04, 2.07)
C (0.21, 0.04, -1.35)
C (-0.85, -0.06, -0.35)
O (1.78, -0.31, 1.81)
Br (-1.70, -1.70, -0.16)
Br (-1.95, 1.54, 0.01)
H (0.08, 0.40, 2.86)
H (1.09, -0.73, -1.00)
H (0.70, 1.07, -1.55)
H (-0.02, -0.22, -2.31)

Which of them is most stable? Easy: 1.